No. 1
{
  "formula": "C3H8ClNOS",
  "method": "ωB97M-V/def2-TZVPD",
  "s2": 2.0090,
  "relative_energy_kj_mol": 0.0,
  "total_energy_ha": -1107.26880,
  "e_lumo_ev": [0.61, -3.51],
  "homo_ev": [-8.27, -9.36],
  "multiplicity": 3,
  "gap_ev": [8.88, 5.84],
  "elements": ["C", "C", "C", "N", "O", "S", "Cl", "H", "H", "H", "H", "H", "H", "H", "H"],
  "xyz": [[-2.17148, -0.15811, -0.91360], [-0.14562, 0.53353, 1.38036], [1.58945, -0.70365, 0.31388], [0.22301, -0.47056, 0.38701], [0.00513, -1.30534, -1.90298], [-0.50029, -0.21155, -1.12907], [1.04740, 1.91241, -1.96840], [-2.81336, -0.16281, -1.92150], [-2.47259, 0.69944, -0.27724], [-0.02406, 1.58133, 1.11074], [-1.22647, 0.34964, 1.77250], [0.38285, 0.31519, 2.27653], [1.86808, -1.02929, -0.67851], [2.18066, 0.20171, 0.57458], [2.05728, -1.55193, 0.97570]]
}

No. 2
{
  "formula": "C3H8ClNS",
  "method": "ωB97M-V/def2-TZVPD",
  "relative_energy_kj_mol": 86.4,
  "total_energy_ha": -1032.20181,
  "e_lumo_ev": 0.83,
  "homo_ev": -9.24,
  "smiles": "NC[C@@H](Cl)CS",
  "gap_ev": 10.08,
  "elements": ["C", "C", "C", "H", "H", "H", "H", "H", "H", "H", "H", "N", "S", "Cl"],
  "xyz": [[0.60397, -0.73323, -0.92159], [-0.30283, 0.13108, 0.05003], [0.33234, 1.30988, 0.78174], [-0.22868, -1.68371, -2.48845], [-0.78931, -2.11438, -0.96067], [1.45651, -1.06365, -0.26415], [0.96331, 0.09734, -1.60151], [-1.12590, 0.55939, -0.63145], [1.19756, 1.09332, 1.37458], [0.53220, 2.11261, 0.14470], [-0.60166, 1.18774, 3.00614], [0.00687, -1.90319, -1.47045], [-0.82411, 2.06961, 2.06705], [-1.22026, -1.06283, 0.91404]]
}

No. 3
{
  "formula": "C3H8ClNS",
  "method": "ωB97M-V/def2-TZVPD",
  "relative_energy_kj_mol": 479.1,
  "total_energy_ha": -1032.05221,
  "e_lumo_ev": 0.77,
  "homo_ev": -8.51,
  "gap_ev": 9.28,
  "elements": ["C", "C", "C", "H", "H", "H", "H", "H", "H", "H", "H", "N", "S", "Cl"],
  "xyz": [[1.02803, -1.41722, 0.04680], [-1.12302, 1.33434, 0.35240], [-1.79192, 0.21607, -0.42242], [4.19269, -0.06793, 0.13449], [0.59177, -2.37665, 0.31697], [0.35909, -0.64765, -0.34870], [-1.21865, 1.17686, 1.42701], [-0.05829, 1.39748, 0.10843], [-1.59303, 2.29178, 0.09327], [-1.69050, 0.35566, -1.50059], [-2.85132, 0.13609, -0.18275], [2.27770, -1.27460, 0.22026], [2.93600, 0.25016, -0.20565], [-1.05854, -1.37438, -0.03950]]
}

No. 4
{
  "formula": "C3H8ClO2P",
  "method": "ωB97M-V/def2-TZVPD",
  "relative_energy_kj_mol": 472.5,
  "total_energy_ha": -1070.98364,
  "e_lumo_ev": [-3.17, -2.87],
  "homo_ev": [-7.76, -7.73],
  "gap_ev": [4.58, 4.86],
  "elements": ["C", "C", "C", "O", "O", "P", "Cl", "H", "H", "H", "H", "H", "H", "H", "H"],
  "xyz": [[-0.09434, 0.64026, -1.78541], [-2.01638, -1.97254, 0.74015], [1.52707, 0.96535, 1.03467], [-1.56346, -1.15576, -0.34658], [0.37508, 0.06937, 0.92398], [-0.10671, -0.53331, -0.48146], [2.22517, 3.20303, -1.67233], [0.76858, 1.48718, -1.82918], [-0.31407, 0.18643, -2.73904], [-2.70132, -1.50834, 1.33080], [-1.18525, -2.22116, 1.34709], [-2.48561, -2.90716, 0.35663], [1.44532, 2.04092, 0.48042], [2.30194, 0.52829, 0.54605], [1.82398, 1.17744, 2.09421]]
}